(1)
DFT (wB97M-V/def2-TZVPD) results for a 15-piece molecular cluster, H29O15 overall at a distorted geometry.

Computed properties:
HOMO-LUMO gap (eV): 8.52
Highest occupied orbital energy (eV): -6.28
Charge: -1
Multiplicity: 1

Each line ends with the Mulliken charge.
CARTESIAN COORDINATES (ANGSTROEM)
O: 0.33695 -1.96356 -1.78192  -0.65
H: -2.53450 -2.92238 0.43675  0.35
H: -0.97255 2.08021 -2.91243  0.26
O: 2.57481 -0.57151 0.15805  -0.64
H: 2.45441 0.03209 -0.69153  0.39
H: 0.50330 3.30075 2.82885  0.37
O: -0.78982 1.13938 -2.90595  -0.51
H: 0.88790 2.80870 4.05144  0.30
H: -4.34432 -0.01240 -0.99656  0.24
O: -2.13034 -1.83574 -4.12949  -0.61
H: 3.52590 4.17672 -1.29865  0.26
H: -2.76365 -1.48681 -3.48463  0.32
O: 1.82969 -3.45291 1.69804  -0.61
H: 2.11841 -3.32181 0.76752  0.30
H: -0.53226 -5.30473 0.86425  0.30
O: 2.05089 1.62749 -1.14271  -1.02
H: 2.86000 0.08968 0.71710  0.23
H: 2.00011 1.22184 -2.02763  0.18
O: -1.94134 0.90906 -0.73868  -0.57
H: 1.90528 -2.47869 1.99051  0.32
H: 0.57073 -1.39012 -1.03455  0.28
O: -2.95800 -3.76224 0.73728  -0.61
H: -0.98464 1.10062 -0.38416  0.25
H: -0.15473 -1.27876 -2.28500  0.28
O: 0.21904 1.86338 0.55835  -0.84
H: -0.73178 -4.98086 2.34029  0.29
H: -1.50332 0.58887 -3.22667  0.25
O: 2.73287 3.90412 -1.81499  -0.71
H: -1.23934 -1.80951 -3.81236  0.33
O: -0.00623 1.00304 2.97546  -0.56
H: -0.56247 0.36117 3.18505  0.19
H: 2.47040 3.08159 -1.27191  0.36
O: 2.87306 1.84765 2.20245  -0.62
H: 2.34350 2.48463 2.51801  0.35
H: 3.24446 2.30008 1.44697  0.33
O: -0.13366 -5.43028 1.70664  -0.60
H: -2.24274 1.71870 -1.30577  0.28
H: -3.59831 -4.23894 0.42526  0.25
O: -5.07624 0.16175 -0.65361  -0.57
H: 0.83558 1.70854 -0.32442  0.76
H: 0.17146 0.95737 2.04425  0.54
O: 1.19737 3.42928 3.47650  -0.73
H: -5.38797 0.89967 -0.08849  0.32
H: 0.88211 1.44489 1.18309  -0.04

Cartesian forces (eV/Å) of the 3 atoms listed first:
O -0.718 1.260 -0.291
H -1.615 -1.551 -0.517
H -0.312 -0.145 -0.347

---

(2)
DFT (wB97M-V/def2-TZVPD) results for H2I2P2 as an isolated structure.

Computed properties:
HOMO-LUMO gap (eV): 6.60
Highest occupied orbital energy (eV): -8.09
Charge: 0
Multiplicity: 1

Each line ends with the Mulliken charge.
CARTESIAN COORDINATES (ANGSTROEM)
P: -0.72048 -0.75085 -0.15064  -0.08
P: -0.15775 -2.54865 0.77661  -0.10
I: 0.26606 -3.62845 -1.38080  -0.05
I: -2.62561 0.18686 -1.60914  -0.06
H: -0.69625 0.21399 0.83731  0.13
H: 0.26990 -0.27049 -0.99158  0.16

Cartesian forces (eV/Å) of the 3 atoms listed first:
P 0.083 -0.054 -0.103
P -0.569 0.424 -0.488
I 0.083 -0.114 -0.011

---

(3)
DFT (wB97M-V/def2-TZVPD) results for a 2-piece molecular cluster, H2IO2PS overall at a distorted geometry.

Computed properties:
HOMO-LUMO gap (alpha / beta) (eV): 6.45 / 6.38
Highest occupied orbital energy (alpha / beta) (eV): -9.11 / -9.34
Charge: 0
Multiplicity: 1

Each line ends with the Mulliken charge.
CARTESIAN COORDINATES (ANGSTROEM)
O: 1.01373 0.24633 -0.21506  -0.55
O: -0.41534 -0.67300 1.24995  -0.35
P: -0.56505 -0.19669 -0.17871  0.39
S: -1.45415 2.71985 0.44234  -0.09
I: -0.49816 -2.27269 -1.68307  -0.21
H: 1.33139 0.69636 -1.05363  0.35
H: 0.58758 -0.52016 1.43818  0.45

Cartesian forces (eV/Å) of the 3 atoms listed first:
O 0.720 1.160 -2.218
O 2.195 -1.025 3.789
P -0.226 1.481 -3.361

---

(4)
DFT (wB97M-V/def2-TZVPD) results for H2InO as an isolated structure at a distorted geometry.

Computed properties:
HOMO-LUMO gap (eV): 5.48
Highest occupied orbital energy (eV): -30.62
Charge: +3
Multiplicity: 1

Each line ends with the Mulliken charge.
CARTESIAN COORDINATES (ANGSTROEM)
In: 13.79989 19.34312 -23.61747  2.28
O: 15.98166 21.09431 -22.86303  -0.21
H: 16.25037 21.76888 -23.48671  0.47
H: 16.77453 20.90014 -22.36314  0.46

Cartesian forces (eV/Å) of the 3 atoms listed first:
In 0.698 0.274 0.114
O -3.323 -0.412 0.681
H 0.557 1.449 -1.981

---

(5)
DFT (wB97M-V/def2-TZVPD) results for H2KO as an isolated structure at a distorted geometry.

Computed properties:
HOMO-LUMO gap (eV): 11.56
Highest occupied orbital energy (eV): -15.94
Charge: +1
Multiplicity: 1

Each line ends with the Mulliken charge.
CARTESIAN COORDINATES (ANGSTROEM)
O: -0.12033 -0.61099 -0.26577  -0.67
H: 0.56592 -0.55057 -0.96836  0.35
H: 0.25086 -1.24408 0.38972  0.35
K: -0.69645 2.40565 0.84440  0.98

Cartesian forces (eV/Å) of the 3 atoms listed first:
O 1.070 0.050 0.192
H -0.689 -0.258 0.644
H -0.377 0.507 -0.730

---

(6)
DFT (wB97M-V/def2-TZVPD) results for H2KO as an isolated structure at a distorted geometry.

Computed properties:
HOMO-LUMO gap (eV): 10.87
Highest occupied orbital energy (eV): -15.32
Charge: +1
Multiplicity: 1

Each line ends with the Mulliken charge.
CARTESIAN COORDINATES (ANGSTROEM)
O: -0.59496 0.29942 -0.36355  -0.66
H: -1.33799 0.23392 0.27823  0.34
H: -0.87084 -0.26507 -1.12086  0.34
K: 2.80379 -0.26827 1.20617  0.98

Cartesian forces (eV/Å) of the 3 atoms listed first:
O -0.653 -0.791 0.105
H 0.664 0.100 -0.749
H 0.190 0.628 0.756

---

(7)
DFT (wB97M-V/def2-TZVPD) results for H2MgO as an isolated structure.

Computed properties:
HOMO-LUMO gap (eV): 3.73
Highest occupied orbital energy (eV): -19.06
Charge: +2
Multiplicity: 1

Each line ends with the Mulliken charge.
CARTESIAN COORDINATES (ANGSTROEM)
O: 0.52377 -0.09542 -0.60909  -0.61
H: -0.27241 -0.47283 -1.04717  0.37
H: 1.28315 -0.46194 -1.11628  0.36
Mg: -1.53451 1.03019 2.77254  1.88

Cartesian forces (eV/Å) of the 3 atoms listed first:
O -0.672 -0.360 -0.403
H 0.888 0.233 0.117
H -0.494 0.215 0.526

---

(8)
DFT (wB97M-V/def2-TZVPD) results for a 2-piece molecular cluster, H2N2O2 overall at a distorted geometry.

Computed properties:
HOMO-LUMO gap (alpha / beta) (eV): 10.87 / 8.37
Highest occupied orbital energy (alpha / beta) (eV): -10.98 / -8.95
Charge: 0
Multiplicity: 1

Each line ends with the Mulliken charge.
CARTESIAN COORDINATES (ANGSTROEM)
N: -1.18321 0.24593 -0.34923  -0.49
N: 1.19598 -0.12878 -0.02988  0.83
O: 1.35643 0.44057 0.95567  -0.39
O: 1.59916 -0.81031 -0.89335  -0.42
H: -1.51095 -0.61381 -0.03841  0.23
H: -1.45742 0.86640 0.35520  0.23

Cartesian forces (eV/Å) of the 3 atoms listed first:
N 1.315 0.802 -2.631
N -4.681 -0.494 -2.388
O 2.535 0.772 2.178

---

(9)
DFT (wB97M-V/def2-TZVPD) results for H2N2O2S as an isolated structure at a distorted geometry.

Computed properties:
HOMO-LUMO gap (alpha / beta) (eV): 8.05 / 8.04
Highest occupied orbital energy (alpha / beta) (eV): -8.79 / -8.79
Charge: 0
Multiplicity: 1

Each line ends with the Mulliken charge.
CARTESIAN COORDINATES (ANGSTROEM)
N: 0.20590 -0.98327 0.96440  -0.27
N: -0.18037 0.81695 -1.04395  0.51
O: 0.45391 -0.63110 -0.30776  -0.29
O: -1.35023 0.79349 -1.24070  -0.44
S: 0.92543 1.86720 -1.17301  -0.03
H: -0.83061 -1.34373 1.21923  0.28
H: 0.77597 -0.51953 1.58179  0.23

Cartesian forces (eV/Å) of the 3 atoms listed first:
N -4.370 -1.789 -2.296
N -1.790 -1.470 1.921
O -0.223 -0.735 -0.211

---

(10)
DFT (wB97M-V/def2-TZVPD) results for a 2-piece molecular cluster, H2N2O3 overall at a distorted geometry.

Computed properties:
HOMO-LUMO gap (alpha / beta) (eV): 7.92 / 10.05
Highest occupied orbital energy (alpha / beta) (eV): -8.20 / -10.07
Charge: 0
Multiplicity: 1

Each line ends with the Mulliken charge.
CARTESIAN COORDINATES (ANGSTROEM)
N: -0.97513 1.85066 -0.39803  -0.40
N: -1.02459 0.80332 -0.87922  0.66
O: 1.51107 -1.69206 0.36806  -0.24
O: -0.74668 -0.34696 -0.96580  -0.40
O: 0.63316 -0.66268 0.49818  -0.25
H: -0.48755 2.31475 0.41700  0.29
H: 1.08972 -2.26703 0.95981  0.34

Cartesian forces (eV/Å) of the 3 atoms listed first:
N -0.059 4.698 1.770
N -1.003 -2.189 -2.131
O 0.179 1.820 -1.046

---

(11)
DFT (wB97M-V/def2-TZVPD) results for one molecule with the formula H2N2O3S at a distorted geometry.

Computed properties:
HOMO-LUMO gap (eV): 9.01
Highest occupied orbital energy (eV): -9.46
Charge: 0
Multiplicity: 1

Each line ends with the Mulliken charge.
CARTESIAN COORDINATES (ANGSTROEM)
N: -1.33106 0.11996 0.52614  -0.35
N: 1.55344 0.07558 -0.01662  0.85
O: 2.25412 0.07454 -0.94844  -0.47
O: 1.76252 -0.25557 1.11127  -0.54
O: -0.30784 -0.67010 -1.54643  -0.57
S: -0.33065 0.62656 -0.59276  0.54
H: -1.83667 0.73594 1.14417  0.28
H: -1.76386 -0.70692 0.32268  0.26

Cartesian forces (eV/Å) of the 3 atoms listed first:
N 0.380 2.435 1.722
N -2.163 0.817 1.437
O 1.659 0.049 -1.746

---

(12)
DFT (wB97M-V/def2-TZVPD) results for one molecule with the formula H2N2O3S at a distorted geometry.

Computed properties:
HOMO-LUMO gap (eV): 10.63
Highest occupied orbital energy (eV): -10.61
Charge: 0
Multiplicity: 1

Each line ends with the Mulliken charge.
CARTESIAN COORDINATES (ANGSTROEM)
N: 1.05915 0.06174 -0.05363  1.31
N: -0.27143 0.15835 -0.02218  -0.13
O: 1.51894 -1.05254 0.06012  -0.70
O: 1.59432 1.12518 -0.27305  -0.60
O: -0.83594 -1.23886 0.58280  -0.42
S: -1.36696 1.34046 0.14079  -0.01
H: 0.03918 -1.70500 0.72647  0.39
H: -1.73726 1.31068 -1.16132  0.17

Cartesian forces (eV/Å) of the 3 atoms listed first:
N 0.012 1.749 -0.462
N -2.650 -5.760 1.792
O 1.214 0.067 0.126